[1]
A 2-piece molecular cluster, C3H9N2S overall, computed with ωB97M-V with the def2-TZVPD basis set.

Values from the calculation:
ΔE to the lowest compared entry with this formula, charge and spin: 2.916 eV
E_HOMO (spin up / spin down): -0.48220 / -0.37044 hartree
charge: +1

The geometry in XYZ format:
```
15
C3H9N2S | the Open Molecules 2025 dataset | ωB97M-V with the def2-TZVPD basis set
C -0.669 -0.654 -0.670
C 0.296 -1.615 -0.713
C -0.199 1.589 2.046
N -0.808 0.380 -1.548
N 1.260 -1.737 -1.657
S 0.810 2.631 2.864
H -0.068 1.507 0.984
H 0.337 -2.333 0.090
H -1.374 -0.669 0.143
H -0.958 1.015 2.542
H -1.692 0.866 -1.585
H 1.194 -1.220 -2.517
H -0.296 0.363 -2.418
H 1.835 -2.562 -1.665
H 0.332 2.438 4.104
```

***

[2]
An isolated ion of composition C3H9N2S and charge +1, computed with ωB97M-V with the def2-TZVPD basis set.

Values from the calculation:
ΔE to the lowest compared entry with this formula, charge and spin: 4.848 eV
E_HOMO (spin up / spin down): -0.48906 / -0.46824 hartree
charge: +1

The geometry in XYZ format:
```
15
C3H9N2S | the Open Molecules 2025 dataset | ωB97M-V with the def2-TZVPD basis set
C 0.944 0.697 0.922
C 0.939 -0.667 0.119
C -1.251 0.112 -0.731
N -0.425 1.020 1.193
N 0.099 -0.300 -1.139
S -2.383 -1.107 -0.127
H 1.448 0.634 1.786
H 1.346 1.537 0.336
H 2.055 -0.963 -0.247
H 0.427 -1.493 0.837
H -1.488 0.957 -1.234
H -0.643 0.328 1.860
H 0.671 0.411 -1.672
H 0.124 -1.063 -1.833
H -3.455 -0.281 -0.395
```

***

[3]
An isolated ion of composition C3H9N3 and charge -1, computed with ωB97M-V with the def2-TZVPD basis set.

Values from the calculation:
2S+1: 2
ΔE to the lowest compared entry with this formula, charge and spin: 1.505 eV
E_HOMO (spin up / spin down): 0.04614 / -0.18794 hartree
⟨S²⟩: 0.7504
charge: -1

The geometry in XYZ format:
```
15
C3H9N3 | the Open Molecules 2025 dataset | ωB97M-V with the def2-TZVPD basis set
C 2.017 1.310 0.055
C 0.825 0.795 -0.908
N -0.511 0.563 -0.395
C -0.869 -0.712 0.245
N 0.077 -1.127 1.208
N -2.058 -1.182 -0.167
H 3.017 1.295 -0.333
H 1.832 2.322 0.290
H 1.963 0.830 1.067
H 1.187 0.066 -1.549
H 0.714 1.630 -1.530
H -1.045 0.401 -1.274
H 0.903 -0.548 1.175
H -0.292 -1.692 1.916
H -2.665 -0.446 -0.638
```

***

[4]
A 2-piece molecular cluster, C3H9N3 overall, computed with ωB97M-V with the def2-TZVPD basis set.

Values from the calculation:
ΔE to the lowest compared entry with this formula, charge and spin: 3.893 eV
structure (SMILES): CC(N)N.C#N
E_HOMO (spin up / spin down): -0.28941 / -0.28939 hartree

The geometry in XYZ format:
```
15
C3H9N3 | the Open Molecules 2025 dataset | ωB97M-V with the def2-TZVPD basis set
C 0.414 -1.426 -1.324
C 0.012 -0.535 -0.149
N 1.118 -0.125 0.673
H 1.551 -0.933 1.109
H -0.816 -1.013 0.415
H 0.811 -2.367 -0.943
H -0.441 -1.661 -1.962
H 1.195 -0.942 -1.913
N -0.586 0.750 -0.607
C -0.632 1.690 1.858
N -1.428 1.674 0.947
H -1.359 0.610 -1.248
H 0.167 1.303 -1.019
H -0.585 2.344 2.713
H 0.578 0.632 1.449
```

***

[5]
A 2-piece molecular cluster, C3H9N3 overall, computed with ωB97M-V with the def2-TZVPD basis set.

Values from the calculation:
ΔE to the lowest compared entry with this formula, charge and spin: 3.012 eV
structure (SMILES): [H]/N=C/N.C=NC
E_HOMO: -0.32927 hartree

The geometry in XYZ format:
```
15
C3H9N3 | the Open Molecules 2025 dataset | ωB97M-V with the def2-TZVPD basis set
C -1.446 0.000 -2.148
C 0.700 -0.831 -1.793
N -0.427 -1.083 -2.380
H -1.081 0.632 -1.352
H -2.349 -0.550 -1.860
H -1.545 0.615 -3.045
H 1.466 -1.484 -1.420
H 0.887 0.277 -1.800
N -0.184 -0.459 2.322
C 0.491 0.731 2.319
N 1.524 1.029 3.019
H -0.851 -0.656 1.599
H 0.482 -1.159 2.657
H 0.148 1.392 1.526
H 2.185 1.547 2.356
```

***

[6]
A 2-piece molecular cluster, C3H9N3 overall, computed with ωB97M-V with the def2-TZVPD basis set.

Values from the calculation:
ΔE to the lowest compared entry with this formula, charge and spin: 0.689 eV
structure (SMILES): N#CN.CCN
E_HOMO: -0.34974 hartree

The geometry in XYZ format:
```
15
C3H9N3 | the Open Molecules 2025 dataset | ωB97M-V with the def2-TZVPD basis set
C 0.338 -0.447 -0.559
C 1.537 -1.027 -1.309
N 0.690 0.160 0.724
H 1.112 -0.538 1.328
H 1.387 0.886 0.577
H -0.396 -1.230 -0.354
H -0.149 0.321 -1.164
H 2.252 -0.240 -1.544
H 2.039 -1.783 -0.706
H 1.216 -1.481 -2.238
N -1.787 1.141 1.616
C -2.473 0.842 0.524
N -3.036 0.496 -0.408
H -1.925 2.068 1.986
H -0.806 0.834 1.525
```

***

[7]
A 2-piece molecular cluster, C3H9N3 overall, computed with ωB97M-V with the def2-TZVPD basis set.

Values from the calculation:
ΔE to the lowest compared entry with this formula, charge and spin: 2.192 eV
structure (SMILES): [H]/N=C/N.C=CN
E_HOMO: -0.30620 hartree

The geometry in XYZ format:
```
15
C3H9N3 | the Open Molecules 2025 dataset | ωB97M-V with the def2-TZVPD basis set
C 0.071 0.525 -2.395
C -0.588 -0.622 -2.276
N -0.846 -1.123 -0.944
H 0.630 1.045 -1.635
H 0.334 0.800 -3.298
H -0.949 -1.232 -3.045
H -0.841 -0.308 -0.288
H -1.896 -1.323 -0.962
N 1.054 -0.638 2.131
C 0.538 0.767 2.127
N -0.298 1.091 1.188
H 1.968 -0.564 2.500
H 1.194 -1.001 1.126
H 0.828 1.318 2.972
H -0.764 1.928 1.274
```

***

[8]
One molecule with the formula C3H9N3, computed with ωB97M-V with the def2-TZVPD basis set.

Values from the calculation:
ΔE to the lowest compared entry with this formula, charge and spin: 1.803 eV
structure (SMILES): [H]/N=C(/N)NCC
E_HOMO: -0.31839 hartree

The geometry in XYZ format:
```
15
C3H9N3 | the Open Molecules 2025 dataset | ωB97M-V with the def2-TZVPD basis set
C -1.622 0.452 -0.192
C -0.498 -0.048 -1.052
N 0.797 0.345 -0.616
C 1.246 -0.166 0.569
N 0.184 -0.622 1.349
N 2.448 -0.139 0.904
H -2.209 1.212 -0.784
H -1.282 1.001 0.826
H -2.416 -0.225 0.129
H -0.729 -1.054 -1.261
H -0.613 0.555 -2.010
H 1.403 1.128 -1.046
H -0.330 -1.322 0.799
H 0.432 -0.976 2.218
H 3.188 -0.143 0.168
```

***

[9]
One molecule with the formula C3H9N3, computed with ωB97M-V with the def2-TZVPD basis set.

Values from the calculation:
ΔE to the lowest compared entry with this formula, charge and spin: 1.671 eV
structure (SMILES): [H]/N=C(\N)NCC
E_HOMO: -0.31044 hartree

The geometry in XYZ format:
```
15
C3H9N3 | the Open Molecules 2025 dataset | ωB97M-V with the def2-TZVPD basis set
C -1.859 0.766 0.946
C -0.594 -0.115 1.070
N 0.532 0.379 0.282
C 1.181 -0.540 -0.553
N 1.027 -0.281 -1.915
N 2.070 -1.374 -0.170
H -2.559 0.409 1.701
H -2.301 0.610 -0.043
H -1.651 1.832 1.045
H -0.386 -0.028 2.142
H -0.856 -1.125 0.775
H 0.644 1.372 0.326
H 0.674 0.553 -2.336
H 1.206 -1.081 -2.487
H 2.872 -1.377 -0.782
```

***

[10]
One molecule with the formula C3H9N3, computed with ωB97M-V with the def2-TZVPD basis set.

Values from the calculation:
ΔE to the lowest compared entry with this formula, charge and spin: 0.755 eV
structure (SMILES): [H]/N=C(/N)NCC
E_HOMO: -0.33160 hartree

The geometry in XYZ format:
```
15
C3H9N3 | the Open Molecules 2025 dataset | ωB97M-V with the def2-TZVPD basis set
C -0.349 0.457 2.151
C 0.159 -0.366 0.926
N -0.385 0.223 -0.280
C -0.056 -0.312 -1.519
N 1.359 -0.363 -1.765
N -0.867 -0.625 -2.490
H -0.063 0.178 3.151
H 0.180 1.446 2.052
H -1.406 0.628 2.184
H -0.128 -1.454 1.001
H 1.266 -0.231 0.910
H -1.283 0.695 -0.117
H 1.869 0.502 -1.408
H 1.523 -0.306 -2.768
H -1.817 -0.473 -2.027
```

***

[11]
A 2-piece molecular cluster, C3H9N3 overall, computed with ωB97M-V with the def2-TZVPD basis set.

Values from the calculation:
ΔE to the lowest compared entry with this formula, charge and spin: 4.763 eV
structure (SMILES): [H]/N=C\NC.C=N
E_HOMO: -0.30107 hartree

The geometry in XYZ format:
```
15
C3H9N3 | the Open Molecules 2025 dataset | ωB97M-V with the def2-TZVPD basis set
C -0.837 -0.384 -1.444
N -0.510 -0.362 -0.011
C 0.471 -1.271 0.643
N 0.404 -1.638 1.872
H -1.403 -0.510 0.458
H -0.124 -0.961 2.423
H 0.941 -1.966 -0.053
H -0.723 -1.383 -1.865
H -0.213 0.360 -1.932
H -1.853 -0.020 -1.596
C 0.698 1.228 0.381
N 0.343 2.061 -0.524
H 0.402 3.021 -0.192
H 0.860 1.596 1.404
H 1.543 0.228 0.436
```

***

[12]
A 2-piece molecular cluster, C3H9N3 overall, computed with ωB97M-V with the def2-TZVPD basis set.

Values from the calculation:
ΔE to the lowest compared entry with this formula, charge and spin: 2.382 eV
structure (SMILES): [H]/N=C/N.C=CN
E_HOMO: -0.30765 hartree

The geometry in XYZ format:
```
15
C3H9N3 | the Open Molecules 2025 dataset | ωB97M-V with the def2-TZVPD basis set
C 2.495 -0.110 0.349
C 2.462 0.639 -0.786
N 1.342 1.134 -1.472
H 1.772 -0.347 1.047
H 3.334 -0.362 1.033
H 3.356 1.126 -1.167
H 0.550 0.444 -1.323
H 1.386 1.330 -2.416
N -2.162 -1.319 -0.059
C -2.475 -0.143 0.657
N -2.466 -0.242 1.946
H -2.032 -1.255 -1.073
H -2.006 -2.148 0.563
H -2.730 0.773 0.073
H -2.826 0.481 2.629
```

***

[13]
A 2-piece molecular cluster, C3H9N3 overall, computed with ωB97M-V with the def2-TZVPD basis set.

Values from the calculation:
ΔE to the lowest compared entry with this formula, charge and spin: 4.113 eV
E_HOMO (spin up / spin down): -0.66153 / -0.66459 hartree
charge: +2

The geometry in XYZ format:
```
15
C3H9N3 | the Open Molecules 2025 dataset | ωB97M-V with the def2-TZVPD basis set
C 1.887 0.106 0.187
C -0.479 0.310 -0.233
C -2.952 -0.885 0.067
N 3.048 -0.392 0.099
N -0.788 1.533 -0.260
N 0.662 -0.417 -0.169
H 1.833 1.200 0.654
H -2.759 -0.816 1.132
H -3.513 -0.108 -0.309
H -2.768 -1.782 -0.640
H 3.970 0.076 0.301
H 3.251 -1.451 -0.176
H -1.768 1.790 -0.010
H -0.087 2.316 -0.347
H 0.463 -1.480 -0.296
```

***

[14]
A 2-piece molecular cluster, C3H9N3O overall, computed with ωB97M-V with the def2-TZVPD basis set.

Values from the calculation:
ΔE to the lowest compared entry with this formula, charge and spin: 5.347 eV
E_HOMO: -0.32305 hartree

The geometry in XYZ format:
```
16
C3H9N3O | the Open Molecules 2025 dataset | ωB97M-V with the def2-TZVPD basis set
O 0.926 0.872 -0.698
C 1.316 -0.225 -0.073
N 2.540 -0.324 0.243
C 0.185 -1.079 0.341
N -0.934 -1.012 -0.247
C -2.063 -0.081 0.340
N -1.772 1.107 -0.275
H 2.839 -1.296 0.338
H 1.036 2.303 1.678
H 1.268 2.634 1.056
H 0.089 -1.246 1.410
H -0.845 -0.749 -1.230
H -3.053 -0.476 0.136
H -1.922 -0.038 1.416
H -2.274 1.130 -1.154
H -0.046 1.069 -0.554
```

***

[15]
One molecule with the formula C3H9N3O, computed with ωB97M-V with the def2-TZVPD basis set.

Values from the calculation:
ΔE to the lowest compared entry with this formula, charge and spin: 2.890 eV
structure (SMILES): CNN(N)C(C)=O
E_HOMO: -0.33853 hartree

The geometry in XYZ format:
```
16
C3H9N3O | the Open Molecules 2025 dataset | ωB97M-V with the def2-TZVPD basis set
C 1.339 -0.224 0.135
C 1.216 -1.656 0.395
C -1.842 0.080 -0.827
N 0.243 1.868 0.140
N -1.004 -0.036 0.361
N 0.218 0.531 0.225
O 2.430 0.366 0.110
H 0.556 -2.143 -0.350
H 2.074 -2.255 0.447
H 0.709 -1.684 1.344
H -1.617 -0.873 -1.317
H -2.957 0.230 -0.661
H -1.439 0.952 -1.427
H 0.595 2.273 0.994
H 1.004 2.047 -0.587
H -1.524 0.524 1.015
```